13
Properties=species:S:1:pos:R:3:forces:R:3 method="wB97M-V/def2-TZVPD" homo_energy_ev="-8.80 / -9.15" multiplicity=1 lumo_energy_ev="-1.4 / -0.1"
C -1.06352 -0.49361 1.15506 0.10 0.08 0.12
C -0.35372 -0.59639 -0.18251 0.92 -0.62 0.02
N -0.91358 0.21146 -1.17184 -1.47 -0.18 -0.95
C 1.08922 -0.14374 -0.23867 -0.27 -0.77 0.47
C 1.30502 1.23516 -0.35142 -0.01 1.33 -0.14
O 0.49962 2.04293 -0.82673 0.85 -0.24 0.40
H -1.06276 0.55339 1.47155 -0.04 -0.13 0.00
H -0.56040 -1.09833 1.91571 -0.09 0.08 -0.08
H -2.10228 -0.82662 1.05866 0.19 0.05 -0.03
H -0.27723 -1.64479 -0.53261 -0.26 0.05 0.14
H -0.49640 -0.05253 -2.06915 0.00 0.17 0.08
H 1.89951 -0.86306 -0.17592 0.00 0.17 0.08
H 2.23173 1.60502 0.12274 0.08 0.02 -0.12

=====

13
Properties=species:S:1:pos:R:3:forces:R:3 method="wB97M-V/def2-TZVPD" homo_energy_ev=-10.40 smiles="C=CC#N.[H][H].C=O" multiplicity=1 lumo_energy_ev=0.2
O -0.16571 1.42301 1.97733 -0.15 -0.53 0.09
C -0.33874 0.22969 1.96900 0.05 0.35 0.04
C -1.02766 0.23542 -1.16545 0.11 -0.13 -0.09
C 0.01051 -0.47423 -1.60421 -0.20 0.15 0.03
C 0.48250 -1.63306 -0.89636 0.29 -0.78 0.51
N 0.87042 -2.54763 -0.30000 -0.38 0.88 -0.58
H 1.58331 1.47157 0.51338 0.11 0.00 -0.09
H -1.31300 -0.21481 2.25399 0.08 0.05 0.03
H 0.44832 -0.48594 1.66384 -0.02 0.14 0.05
H -1.34909 1.13623 -1.67650 0.05 -0.14 0.01
H -1.58035 -0.05286 -0.27694 0.06 0.02 -0.18
H 1.97609 1.20915 -0.06299 0.05 0.03 0.05
H 0.56364 -0.19268 -2.49489 -0.05 -0.03 0.13

=====

13
Properties=species:S:1:pos:R:3:forces:R:3 method="wB97M-V/def2-TZVPD" homo_energy_ev=-9.17 multiplicity=1 lumo_energy_ev=1.0
C -1.53058 -1.37222 -0.78491 -0.20 -0.02 -0.97
C -0.29300 -0.47403 0.54309 0.80 0.53 1.54
O -0.45694 -0.70320 1.67585 0.17 0.35 -0.20
C -0.32390 -0.28148 -0.73720 -0.85 -1.63 0.38
C 1.42452 1.94286 0.48236 0.24 -0.12 -0.01
N 2.08381 0.86321 0.58214 -0.14 0.40 0.17
H -1.31089 -2.38648 -0.40118 0.23 0.52 -0.30
H -1.67048 -1.39878 -1.84627 -0.63 -0.48 -0.59
H -2.46351 -1.04949 -0.29534 0.51 0.22 -0.30
H 0.52345 -0.33440 -1.41933 -0.52 0.23 0.26
H 0.61328 2.24722 1.15586 0.13 -0.10 -0.06
H 1.65969 2.62960 -0.33398 -0.01 -0.07 0.10
H 1.74456 0.31720 1.37889 0.26 0.14 0.00

=====

13
Properties=species:S:1:pos:R:3:forces:R:3 method="wB97M-V/def2-TZVPD" homo_energy_ev=-8.13 smiles="CN/C=C1/CO1" multiplicity=1 lumo_energy_ev=1.1
C -2.02990 -0.85030 -0.29731 -0.16 -0.09 -0.11
N -1.25948 0.27604 0.21713 0.16 -0.04 0.19
C -0.08067 0.58197 -0.49960 0.15 -0.04 0.00
C 1.11167 0.42033 0.04913 -0.17 0.10 -0.14
C 2.51232 0.55256 0.32037 0.23 0.12 -0.19
O 1.56251 -0.01109 1.26889 -0.12 -0.04 0.17
H -2.72676 -1.17964 0.47911 0.05 0.05 -0.17
H -2.61672 -0.54030 -1.16897 0.09 -0.05 0.10
H -1.02122 0.12122 1.18986 -0.05 0.00 -0.08
H -0.19295 0.97442 -1.50706 0.09 -0.07 0.19
H -1.40049 -1.70366 -0.59101 -0.09 0.09 0.08
H 3.23058 -0.16318 -0.07633 -0.15 0.11 0.02
H 2.91110 1.52163 0.61579 -0.02 -0.14 -0.06

=====

13
Properties=species:S:1:pos:R:3:forces:R:3 method="wB97M-V/def2-TZVPD" homo_energy_ev=-10.14 multiplicity=1 lumo_energy_ev=1.1
C 0.99896 1.55231 0.45821 -0.14 -0.31 0.20
C 0.62315 0.35918 -0.31202 0.83 -1.02 -0.11
C 0.02666 -0.24776 -1.47486 -0.39 -0.04 -0.40
N 0.88119 -0.87461 -0.39161 -0.01 1.09 0.26
C -0.90524 -2.50716 0.62329 0.24 -1.42 0.26
O -0.47962 -3.54688 0.78757 -0.41 1.14 -0.19
H 1.55091 1.31832 1.35935 0.10 -0.26 0.13
H 0.12027 2.10505 0.72520 -0.54 0.36 0.16
H 1.60161 2.19740 -0.15261 0.34 0.33 -0.43
H -2.00391 0.52904 1.18996 0.11 -0.82 -0.06
H -1.03264 -0.50174 -1.47420 0.07 0.00 0.01
H 0.48314 -0.15895 -2.45936 -0.04 0.03 0.10
H -1.86449 -0.22421 1.12108 -0.16 0.93 0.07

=====

13
Properties=species:S:1:pos:R:3:forces:R:3 method="wB97M-V/def2-TZVPD" homo_energy_ev=-9.32 multiplicity=1 lumo_energy_ev=-0.6
N -1.54115 1.58403 1.08307 0.20 -0.33 -0.39
C -0.80031 0.72336 0.52390 -0.06 0.16 0.19
C 0.22690 -0.06285 1.29774 -0.01 -0.04 -0.02
C 1.45356 -0.25857 -0.89547 -0.25 -0.16 -0.27
C 0.05084 -0.54269 -1.27105 0.07 -0.06 0.07
O -0.86944 0.45115 -0.81862 0.05 0.06 0.11
H -2.17004 2.01304 0.39913 0.11 -0.08 0.08
H 0.38295 0.37613 2.28402 -0.09 -0.04 -0.17
H -0.04193 -1.12146 1.39104 0.04 0.22 -0.05
H 1.98334 -1.23642 -0.90761 -0.09 0.15 -0.02
H 1.20861 0.03212 0.74876 -0.09 -0.04 0.29
H -0.36720 -1.53751 -1.04177 0.11 0.18 0.03
H 0.10218 -0.47394 -2.37523 0.01 0.00 0.15

=====

14
Properties=species:S:1:pos:R:3:forces:R:3 method="wB97M-V/def2-TZVPD" s_squared=0.754 homo_energy_ev="0.21 / -3.28" total_charge=-1 multiplicity=2 lumo_energy_ev="3.8 / 3.8"
O -3.09804 0.65776 1.78114 -0.66 0.04 0.82
C -2.53800 0.44148 0.73692 2.47 0.11 -2.00
N -1.17597 0.21831 0.62617 -1.40 0.83 0.80
C -0.22958 -0.03806 -0.44969 2.19 -0.80 0.50
C 1.25680 0.10323 0.09920 -1.27 -0.36 -0.25
C 2.17216 -0.72059 -0.76866 0.36 0.11 0.33
O 1.71060 -1.46760 -1.71445 0.02 -0.51 -0.37
H -3.02347 0.52481 -0.25802 -0.18 -0.37 0.20
H -0.73906 0.41379 1.51668 0.16 -0.28 0.03
H -0.18934 0.58326 -1.33231 -1.01 0.47 -0.15
H -0.18612 -1.07074 -0.78951 -0.72 -0.11 -0.11
H 1.23060 -0.20644 1.18861 0.17 0.48 -0.53
H 1.55666 1.13933 -0.05964 -0.01 0.45 0.90
H 3.25275 -0.57855 -0.57643 -0.13 -0.07 -0.17

=====

14
Properties=species:S:1:pos:R:3:forces:R:3 method="wB97M-V/def2-TZVPD" homo_energy_ev=-9.40 smiles=O[C@H]1CN2C[C@]12O multiplicity=1 lumo_energy_ev=0.9
O -1.65547 1.20806 0.62083 0.02 0.19 0.00
C -0.83635 0.07305 0.66550 0.08 -0.25 0.04
C -0.93056 -0.80780 -0.59772 -0.25 -0.19 -0.04
N 0.44743 -0.42211 -1.04802 -0.06 -0.02 -0.26
C 1.39727 -0.82593 0.01676 0.17 -0.15 0.13
C 0.57685 0.37200 0.17693 0.06 0.07 0.18
O 1.03522 1.67345 0.12846 0.09 0.00 -0.17
H -1.05818 1.97211 0.65477 -0.19 -0.07 0.02
H -0.91721 -0.44216 1.63189 0.01 0.16 -0.13
H -1.07399 -1.88495 -0.46661 0.05 0.13 0.02
H -1.66526 -0.40658 -1.29967 0.09 -0.11 0.12
H 1.04924 1.88040 -0.81796 0.09 0.21 0.16
H 2.43108 -0.67073 -0.27436 -0.13 -0.05 0.03
H 1.19993 -1.71881 0.60919 -0.03 0.10 -0.11